# 1
Computed, not measured: a structure of composition C21H18Cl2F6HfN6O7S4, with ωB97M-V with the def2-TZVPD basis set.

Total charge   +2
Energy above the lowest of the compared OMol25 structures with the same formula, charge and spin   81.51 kJ/mol
HOMO-LUMO gap   7.2 eV

```
65
C21H18Cl2F6HfN6O7S4, DFT ωB97M-V with the def2-TZVPD basis set
Hf 0.18 0.39 0.11
Cl 1.99 0.21 -4.55
C 1.67 -1.16 -3.57
C 1.95 -2.45 -4.07
C 1.66 -3.57 -3.34
Cl 1.99 -5.13 -3.98
C 1.06 -3.45 -2.05
C 0.60 -4.52 -1.27
C -0.06 -4.27 -0.09
C -0.23 -2.95 0.33
N 0.25 -1.91 -0.35
C 0.85 -2.15 -1.56
C 1.13 -1.00 -2.32
O 0.75 0.17 -1.79
H 2.39 -2.55 -5.06
H 0.74 -5.53 -1.61
H -0.48 -5.07 0.51
H -0.80 -2.73 1.22
C -0.99 3.74 3.42
O -0.57 2.41 3.85
C -0.15 1.59 2.94
O 0.03 1.89 1.74
N 0.11 0.35 3.39
N 0.52 -0.61 2.46
H -1.26 4.24 4.34
H -1.84 3.64 2.75
H -0.15 4.24 2.93
H -0.08 0.10 4.35
H -0.13 -1.39 2.50
H 1.45 -0.95 2.71
C 3.44 -1.39 1.23
C 3.50 -0.02 0.63
N 2.46 0.71 0.27
C 2.85 1.92 -0.31
C 4.20 2.10 -0.32
S 4.99 0.73 0.33
C 1.84 2.84 -0.84
C 2.07 4.03 -1.45
S 0.59 4.77 -1.84
C -0.28 3.46 -1.19
N 0.50 2.52 -0.71
C -1.77 3.43 -1.17
H 2.54 -1.92 0.91
H 3.47 -1.34 2.32
H 4.30 -1.98 0.92
H 4.75 2.94 -0.70
H 3.01 4.50 -1.67
H -2.18 4.43 -1.08
H -2.13 2.83 -0.33
H -2.15 3.00 -2.10
F -2.41 -1.82 2.76
C -3.40 -0.92 2.68
F -4.55 -1.53 2.50
F -3.41 -0.22 3.80
S -3.08 0.26 1.25
O -1.67 -0.15 0.88
O -3.14 1.58 1.79
N -4.08 0.00 0.12
S -3.90 -1.27 -0.89
O -5.15 -1.59 -1.46
O -3.04 -2.27 -0.33
C -2.89 -0.47 -2.25
F -3.66 0.10 -3.13
F -2.11 -1.37 -2.82
F -2.08 0.50 -1.72
```

=====

# 2
Computed, not measured: the molecule C5H10O at a distorted geometry, with ωB97M-V with the def2-TZVPD basis set.

Energy above the lowest of the compared OMol25 structures with the same formula, charge and spin   127.96 kJ/mol
HOMO-LUMO gap   10.8 eV
Structure (SMILES)   CC[C@@H](C)C=O

```
16
C5H10O, DFT ωB97M-V with the def2-TZVPD basis set
C 2.01 -0.16 -0.14
C 0.67 -0.53 0.49
C -0.57 0.01 -0.24
C -1.85 -0.52 0.47
C -0.59 1.45 -0.62
O 0.04 1.73 -1.62
H 2.16 0.92 -0.18
H 2.83 -0.60 0.44
H 2.08 -0.54 -1.17
H 0.56 -1.62 0.47
H 0.67 -0.25 1.55
H -0.26 -0.10 -1.34
H -1.77 -0.41 1.57
H -2.77 -0.01 0.18
H -1.99 -1.60 0.29
H -1.22 2.23 -0.14
```

=====

Q: The lowest energy above the lowest of the compared OMol25 structures with the same formula, charge and spin belongs to which entry?
A: C21H18Cl2F6HfN6O7S4